(1)
Here is a cluster of 8 separate species, C19H55F3N4O8 in total at a distorted geometry from the OMol25 dataset. Energies are from ωB97M-V with the def2-TZVPD basis set.

Computed properties:
- E_LUMO (eV) = 0.627
- 2S+1 = 1
- ΔE to the lowest compared entry with this formula, charge and spin (eV) = 0.000
- frontier orbital gap (hartree) = 0.3396

The geometry in XYZ format:
```
89
Properties=species:S:1:pos:R:3:forces:R:3
F -1.55867 -1.51875 1.88520 -0.127 0.263 0.234
F -1.56673 -0.67272 3.90497 -0.065 -0.153 -0.354
F -2.49092 0.39012 2.27184 -0.252 0.226 -0.136
O 4.23420 1.89251 4.06391 -0.119 0.721 -0.025
O -1.83033 1.12515 -3.04088 -0.180 -0.559 0.520
O -0.07856 1.37858 1.55371 -0.706 0.724 -1.705
O -5.29176 -2.17431 -2.23608 -0.222 0.156 0.177
O 2.90560 1.89336 -1.49431 -0.320 -0.538 -0.032
O -2.00046 3.38890 1.01652 -0.302 -1.125 -0.212
O -0.32916 -4.28326 -2.63715 -0.356 0.425 0.151
O 0.86409 -0.63548 1.89434 -0.352 -0.384 -0.340
N -3.49371 0.76510 -0.85106 -0.702 0.089 0.635
N 0.42990 -2.49776 -0.77368 -0.200 -0.028 -0.440
N 0.19945 0.35980 -1.13004 1.165 -0.460 0.091
N 2.37792 3.12465 1.13005 -0.573 -0.845 0.520
C -0.08549 0.35246 2.34491 1.479 0.243 1.359
C 3.86792 1.57953 5.37370 0.188 -1.241 0.756
C -0.71467 -5.56112 -3.02188 0.187 -1.113 -0.145
C -1.44124 4.60433 1.38235 -0.375 0.642 0.231
C -4.26202 -1.37099 -1.67194 -0.855 -0.196 0.020
C -2.03972 1.64761 -4.31185 0.095 0.633 -0.801
C -1.43795 -0.35841 2.58812 -0.026 -0.567 0.070
C 1.82682 -2.77729 2.34278 -0.348 -0.649 0.344
C -6.27152 -2.68398 -1.33121 0.259 0.754 0.045
C 1.42444 -1.43367 2.90764 0.839 -0.133 0.024
C -4.74497 -0.01620 -1.17277 1.110 0.953 0.744
C 4.66173 3.62060 1.78853 0.571 -0.347 0.369
C 1.06074 -4.17172 -2.44970 -0.119 0.292 -0.148
C 2.80776 -2.74767 -1.39972 -0.842 0.854 -0.238
C 3.54010 2.60193 1.88260 -0.251 0.868 -0.375
C 1.33667 -2.79041 -1.88804 1.319 -0.595 0.501
C -5.51618 0.79151 -2.18473 -0.945 -0.074 -0.135
C 3.11924 2.29002 3.28901 -0.149 -1.123 0.280
C 4.18126 2.07802 -2.09393 -0.264 0.695 1.079
H 1.56736 -4.28452 -3.41734 0.168 -0.178 0.135
H 3.85432 1.67553 1.39433 0.064 -0.081 0.111
H -5.69651 1.81697 -1.85317 0.335 0.002 0.141
H 4.75473 1.61390 6.00928 0.042 0.138 -0.127
H -0.32890 -3.17464 -0.82511 -0.141 0.424 0.146
H -7.22045 -2.69704 -1.86919 0.132 -0.522 -0.074
H 1.41464 -4.92721 -1.73079 -0.031 -0.078 -0.164
H -3.05753 1.47585 -4.67057 -0.022 0.005 0.000
H -6.46653 -2.01857 -0.47638 0.338 -0.070 -0.099
H -0.35822 4.53518 1.47345 0.133 0.233 -0.094
H -0.56401 0.43446 -1.83909 0.296 0.592 0.656
H -1.35568 1.19754 -5.03328 0.018 -0.160 0.101
H 2.25985 -3.39127 3.13872 0.106 0.100 -0.065
H 5.43783 3.42436 2.53421 -0.048 -0.184 -0.134
H 1.58329 2.46103 1.26740 0.396 0.269 -0.194
H 2.93223 -3.41469 -0.54890 0.159 -0.147 -0.108
H -5.95224 -3.65750 -0.94893 -0.272 -0.052 -0.093
H 3.51114 -2.96810 -2.20154 -0.003 -0.177 0.043
H -5.03180 0.82769 -3.16227 -0.003 -0.111 0.007
H 2.05293 3.93715 1.65673 0.144 0.163 -0.449
H 5.11849 3.53651 0.80279 -0.014 0.401 -0.045
H 0.85105 -2.55180 0.14749 0.137 -0.018 -0.267
H 4.26618 1.38502 -2.91850 0.192 -0.080 -0.149
H 2.57907 3.10971 3.78115 0.140 0.197 -0.147
H -5.35181 -0.10031 -0.26098 0.022 -0.237 -0.142
H 2.53650 -2.75139 1.51716 0.034 0.301 0.057
H -3.56814 -1.18770 -2.49054 0.230 -0.131 0.081
H -1.79045 -5.70796 -2.96343 -0.090 0.432 0.106
H 1.24057 -2.07512 -2.71395 -0.305 0.152 0.209
H -3.77100 1.62412 -0.36604 0.004 0.057 -0.486
H -0.41255 -5.78831 -4.05273 0.095 0.031 0.051
H 0.92962 -3.32059 2.02198 0.090 0.076 -0.051
H 0.76057 -1.62103 3.75697 -0.171 0.228 -0.124
H 0.09708 0.83337 -0.18212 -0.744 -0.147 -0.249
H 3.00319 -1.72065 -1.06929 0.172 -0.164 0.093
H 4.32494 4.63727 1.99399 -0.210 0.021 -0.264
H -1.74613 5.34141 0.63461 0.417 0.069 -0.106
H -0.25030 -6.30191 -2.35209 -0.069 -0.044 -0.168
H 2.42064 1.43831 3.21038 -0.103 0.215 0.194
H 1.08367 0.76068 -1.50200 -0.485 -0.159 -0.062
H -2.96400 0.33320 -0.09136 0.006 -0.418 -0.360
H -1.83484 2.72453 -4.32255 -0.156 0.013 -0.063
H -1.86171 4.98577 2.32523 0.193 -0.188 0.115
H -1.40643 2.65083 1.26939 -0.004 0.128 0.059
H 0.35932 -0.67526 -0.93445 -0.378 0.591 -0.039
H 3.50719 0.53546 5.42316 -0.100 0.222 -0.005
H 2.88475 2.25371 -0.58760 -0.067 0.475 -0.267
H -6.52799 0.37926 -2.28626 0.257 -0.131 -0.312
H 4.29260 3.11710 -2.41937 -0.033 -0.110 -0.348
H -2.66069 1.14650 -2.51259 0.536 -0.051 0.372
H 2.32049 -0.91785 3.28551 -0.097 -0.062 0.189
H 4.95808 1.93366 -1.33529 0.168 -0.363 -0.296
H -3.77744 -1.90224 -0.84197 0.197 0.011 -0.129
H 0.27282 0.63913 3.36115 -0.274 -0.209 0.174
H 3.09642 2.19998 5.84334 0.041 0.319 -0.423
```
Positions in Å, forces in eV/Å.

Which charges does Löwdin predict for the atoms? In e, they are:
1. F 0.113
2. F 0.114
3. F 0.147
4. O -0.176
5. O -0.175
6. O -0.174
7. O -0.193
8. O -0.167
9. O -0.145
10. O -0.196
11. O -0.113
12. N 0.043
13. N 0.054
14. N 0.263
15. N 0.038
16. C -0.493
17. C -0.128
18. C -0.119
19. C -0.188
20. C -0.194
21. C -0.165
22. C -0.527
23. C -0.074
24. C -0.097
25. C -0.274
26. C -0.411
27. C -0.047
28. C -0.220
29. C -0.047
30. C -0.430
31. C -0.408
32. C -0.053
33. C -0.211
34. C -0.144
35. H 0.136
36. H 0.140
37. H 0.083
38. H 0.086
39. H 0.091
40. H 0.088
41. H 0.133
42. H 0.073
43. H 0.081
44. H 0.063
45. H 0.092
46. H 0.078
47. H 0.084
48. H 0.077
49. H 0.058
50. H 0.067
51. H 0.086
52. H 0.081
53. H 0.076
54. H 0.075
55. H 0.068
56. H 0.037
57. H 0.073
58. H 0.138
59. H 0.131
60. H 0.056
61. H 0.125
62. H 0.089
63. H 0.135
64. H 0.091
65. H 0.092
66. H 0.079
67. H 0.122
68. H 0.097
69. H 0.079
70. H 0.082
71. H 0.075
72. H 0.091
73. H 0.109
74. H 0.099
75. H 0.067
76. H 0.080
77. H 0.074
78. H 0.028
79. H 0.075
80. H 0.086
81. H 0.024
82. H 0.084
83. H 0.079
84. H 0.035
85. H 0.113
86. H 0.073
87. H 0.129
88. H 0.147
89. H 0.089

(2)
Here is an isolated molecule of C19H22N2O4S from the OMol25 dataset. Energies are from ωB97M-V with the def2-TZVPD basis set.

Computed properties:
- E_LUMO (eV) = 0.163
- 2S+1 = 1
- SMILES string = Cc1ccc(NS(=O)(=O)c2ccc(C(=O)NC[C@H]3CCCO3)cc2)cc1
- ΔE to the lowest compared entry with this formula, charge and spin (eV) = 1.198
- frontier orbital gap (hartree) = 0.3319

The geometry in XYZ format:
```
48
Properties=species:S:1:pos:R:3:forces:R:3
S -4.68408 -0.74032 -0.18205 0.219 -0.007 -0.438
O 1.59140 -3.29505 0.34365 0.052 -0.262 -0.179
O 3.33189 0.90537 0.12044 -0.063 -0.058 0.258
O -5.41922 -1.51902 -1.13043 0.215 -0.061 -0.181
O -5.31856 -0.32959 1.02927 0.322 0.100 0.158
N -4.15845 0.62870 -1.03086 -0.713 -0.627 0.159
N 1.72170 -1.19023 1.17024 0.145 0.322 0.088
C -1.85239 2.23895 1.33004 0.060 -0.013 -0.092
C 3.23492 1.26647 -1.24151 -0.057 0.013 -0.370
C -1.05517 -2.38819 -0.65205 0.001 0.032 0.052
C 3.62235 -1.06165 -1.20144 -0.036 0.114 0.049
C -1.14370 -1.43319 1.56068 0.062 -0.080 -0.166
C -0.41670 -2.01402 0.52615 -0.202 -0.108 0.020
C -2.39441 -2.09129 -0.83479 0.040 -0.164 -0.105
C -1.84045 1.34006 -1.28079 -0.213 -0.041 0.003
C -3.00637 1.24806 -0.52798 0.539 0.617 0.402
C -0.67215 2.30508 0.59899 -0.030 -0.038 0.086
C -0.69317 1.86744 -0.72018 -0.035 0.003 0.050
C 2.79989 -0.01286 -1.95272 0.103 0.189 0.156
C 1.05692 -2.25136 0.66010 -0.224 0.180 0.126
C 3.15500 -1.16921 1.32881 0.366 0.228 -0.183
C 3.85239 -0.41939 0.18505 0.102 -0.515 0.269
C 0.58631 2.85030 1.20442 -0.016 0.093 -0.061
C -3.00955 1.72155 0.77925 -0.017 0.201 -0.206
C -3.09096 -1.47139 0.18417 -0.587 0.143 0.111
C -2.49103 -1.16979 1.39169 -0.097 -0.112 0.105
H 3.50270 -2.20377 1.34756 0.025 0.118 0.072
H -3.08593 -0.72288 2.17113 0.011 0.079 0.120
H 4.57667 -1.22783 -1.70000 0.008 -0.025 -0.003
H 1.44894 2.23689 0.94863 0.094 -0.025 0.025
H 1.73215 -0.18010 -1.79966 -0.036 0.030 -0.024
H -1.86603 2.59416 2.35020 0.009 0.032 0.123
H 4.92739 -0.37202 0.41499 -0.135 0.000 -0.017
H 3.39615 -0.68037 2.27627 0.021 -0.093 -0.022
H 4.21416 1.59935 -1.61541 -0.082 0.028 0.004
H -0.48490 -2.88224 -1.42396 0.042 -0.059 -0.069
H 0.50176 2.90578 2.28693 0.048 0.022 0.084
H -4.12082 0.42204 -2.01872 -0.065 -0.129 -0.097
H -0.65782 -1.18939 2.49338 0.045 0.038 0.091
H -2.90889 -2.33034 -1.75268 0.015 -0.041 -0.165
H 2.52694 2.09193 -1.31973 0.045 0.015 -0.024
H 0.77586 3.85645 0.82976 0.082 0.082 0.033
H -1.83428 0.98987 -2.30365 0.019 -0.090 -0.099
H -3.92166 1.65794 1.35011 -0.085 0.050 0.103
H 3.10778 -2.01498 -1.11574 0.031 -0.068 -0.015
H 0.20566 1.92841 -1.31628 0.118 -0.004 -0.073
H 3.00891 0.00951 -3.01915 -0.037 -0.006 -0.078
H 1.24884 -0.30385 1.25783 -0.111 -0.102 -0.078
```
Positions in Å, forces in eV/Å.

Which charges does Löwdin predict for the atoms? In e, they are:
1. S 0.670
2. O 0.075
3. O -0.124
4. O -0.284
5. O -0.273
6. N -0.047
7. N 0.094
8. C -0.033
9. C -0.201
10. C 0.006
11. C -0.110
12. C 0.000
13. C -0.122
14. C -0.043
15. C -0.015
16. C -0.329
17. C -0.277
18. C -0.035
19. C -0.144
20. C -0.461
21. C -0.109
22. C -0.300
23. C -0.040
24. C -0.038
25. C -0.274
26. C -0.050
27. H 0.132
28. H 0.118
29. H 0.115
30. H 0.054
31. H 0.100
32. H 0.115
33. H 0.148
34. H 0.128
35. H 0.127
36. H 0.125
37. H 0.078
38. H 0.114
39. H 0.124
40. H 0.119
41. H 0.105
42. H 0.089
43. H 0.117
44. H 0.113
45. H 0.101
46. H 0.099
47. H 0.112
48. H 0.132

Short version: HOMO energy = -8.61 -8.87 eV, in the order given.